1.
A 2-piece molecular cluster, H3N2O3S overall, computed with the ωB97M-V functional and the def2-TZVPD basis.

Results
- Charge: -1
- Gap between HOMO and LUMO: 0.270 Eh

Last column: Mulliken charge in e.
CARTESIAN COORDINATES (ANGSTROEM)
O 1.86766 -1.28787 -0.07788  -0.68
O 0.61950 2.38759 -0.86355  -0.53
N -0.40644 -0.26844 -0.55387  -0.23
N -1.15939 -0.71264 0.27922  -0.38
H 1.00083 -1.61841 0.08110  0.36
H -1.09623 -0.29391 1.18361  0.31
S 0.20650 1.45134 0.23903  0.36
O -0.98920 1.65310 1.10908  -0.58
H 1.79068 -0.38383 -0.49377  0.36

---

2.
One molecule with the formula C3H7NS2, computed with the ωB97M-V functional and the def2-TZVPD basis.

Results
- Charge: 0
- Gap between HOMO and LUMO: 0.327 Eh
- SMILES: CNC(=S)CS

Last column: Mulliken charge in e.
CARTESIAN COORDINATES (ANGSTROEM)
H 0.01837 -2.14988 -0.38038  0.26
H 1.29603 1.65593 -0.96894  0.49
C 0.62011 1.23083 -0.44003  -0.91
N 0.14580 -1.17426 -0.12420  -0.14
S -1.08898 1.87839 -1.10803  -0.11
H 0.21189 -0.17758 1.79711  0.32
H -0.36937 -1.95029 1.76892  0.27
C 0.67151 -0.21919 -0.95175  0.48
H -1.36170 -0.33113 1.03773  0.21
C -0.38093 -0.84854 1.19600  -0.80
H -1.81748 1.18972 -0.26661  0.09
H 0.44633 1.33435 0.63170  0.24
S 1.60843 -0.43836 -2.19153  -0.39

---

3.
One molecule with the formula C3H6N2O2, computed with the ωB97M-V functional and the def2-TZVPD basis.

Results
- Charge: 0
- Gap between HOMO and LUMO: 0.365 Eh
- SMILES: N/C=N\CC(=O)O

Last column: Mulliken charge in e.
CARTESIAN COORDINATES (ANGSTROEM)
C -0.08106 5.58324 -2.44899  0.11
H -2.83124 4.05269 -3.26047  0.29
O -1.84119 3.60832 -0.55473  -0.51
H -1.29600 1.67385 -2.87352  0.34
H -1.25757 3.53137 -3.77022  0.38
H 0.73176 3.58665 -2.30530  0.24
H 0.31199 6.60338 -2.38162  0.33
C -1.77630 4.05830 -2.94469  -0.55
H 1.56781 4.87978 -1.44510  0.20
O -1.26701 1.86421 -1.92400  -0.49
N -1.29706 5.40662 -2.82060  -0.53
C -1.68627 3.21299 -1.68274  0.56
N 0.76835 4.62681 -2.00565  -0.36

---

4.
One molecule with the formula C3H4P2, computed with the ωB97M-V functional and the def2-TZVPD basis.

Results
- Charge: 0
- Gap between HOMO and LUMO (spin up / spin down): 0.264 / 0.248 Eh
- SMILES: C1P=C2CP12

Last column: Mulliken charge in e.
CARTESIAN COORDINATES (ANGSTROEM)
P 0.90681 1.09012 -1.18991  -0.06
H -0.82748 2.27571 0.11939  0.40
H 0.23534 -1.90923 -0.65029  0.31
C 0.57656 -1.46441 0.18905  -0.64
P -0.44994 -0.02008 1.13868  0.01
H 0.81936 -2.09759 1.03226  0.27
C -0.70376 1.31444 -0.26702  -0.81
C 1.08298 -0.16942 0.15636  0.13
H -1.63987 0.98046 -0.52851  0.38

---

no.,DFT total energy (eV)
1,-20005.72952
2,-26383.32227
3,-10282.96830
4,-21748.61032